52
Properties=species:S:1:pos:R:3 method="wB97M-V/def2-TZVPD" e_homo_ev="-6.45 / -7.86" multiplicity=3 e_lumo_ev="0.534 / -0.760"
Pt -0.263 0.038 0.582
S -3.447 0.228 -0.070
O -4.340 -0.742 0.498
O -3.078 1.354 0.755
N -0.502 -2.074 -0.350
N -2.012 -0.444 -0.501
N -5.104 2.084 -5.431
N -2.706 -2.624 -1.065
C 2.178 1.130 0.523
C 1.945 0.334 1.668
C 3.349 1.059 -0.400
C -4.804 1.682 -4.151
C 2.840 -0.714 2.252
C 1.164 2.152 0.466
C -1.043 -4.320 -0.822
C -0.136 -3.334 -0.457
C -4.063 0.830 -1.627
C 1.111 3.260 -0.534
C -2.333 -3.889 -1.111
C -1.794 -1.748 -0.650
C 0.758 0.829 2.320
C -3.809 2.134 -2.007
C -4.681 -0.059 -2.487
C 0.300 1.992 1.586
C -4.185 2.567 -3.262
C 0.301 0.383 3.678
C -0.709 2.999 2.036
C -5.057 0.368 -3.744
H -5.766 1.529 -5.948
H -3.116 -4.583 -1.394
H -0.242 3.983 2.075
H 4.005 1.915 -0.234
H 2.285 -1.620 2.490
H 3.926 0.155 -0.233
H -5.143 3.075 -5.600
H -1.560 3.033 1.358
H -0.635 0.862 3.951
H -3.987 3.582 -3.576
H -1.092 2.750 3.020
H 0.152 -0.698 3.698
H 1.057 0.630 4.426
H 0.454 3.006 -1.366
H -4.851 -1.069 -2.151
H 3.644 -0.973 1.570
H 3.281 -0.342 3.178
H -3.327 2.786 -1.298
H 2.102 3.461 -0.933
H 0.724 4.166 -0.073
H 3.026 1.082 -1.438
H -0.762 -5.358 -0.869
H 0.904 -3.551 -0.240
H -5.533 -0.309 -4.440

=====

58
Properties=species:S:1:pos:R:3 method="wB97M-V/def2-TZVPD" e_homo_ev=-14.64 charge=+2 e_lumo_ev=-7.194
Zr -0.762 -0.196 0.569
Se -2.797 -2.189 0.379
Se -2.826 0.052 2.610
S -2.167 1.846 -0.413
O 3.490 -4.217 -4.250
O 2.457 -3.382 -5.953
O -0.769 -0.675 -1.400
O 0.139 0.606 2.172
O 0.468 -1.916 0.634
O 1.956 -0.421 3.077
N -1.951 4.497 -0.423
N -0.666 3.604 1.089
N 2.613 -3.561 -4.767
N 1.296 0.805 -0.078
C -1.553 3.362 0.129
C 1.787 1.157 -1.267
C 1.451 0.238 2.228
C 1.712 -2.817 -3.858
C 0.015 -1.372 -2.198
C 2.139 0.687 0.967
C 3.491 0.915 0.871
C -0.173 -1.339 -3.579
C -0.472 5.048 1.314
C -1.351 5.681 0.208
C -2.249 1.017 4.180
C 1.184 -2.427 -0.273
C 3.994 1.309 -0.366
C -2.164 -1.713 3.112
C 1.048 -2.187 -1.658
C 1.906 -2.912 -2.516
C 3.132 1.433 -1.444
C -1.984 -3.794 -0.331
C -2.912 -2.723 2.263
C 0.678 -2.051 -4.401
H -1.082 -1.759 2.958
H -1.041 -3.995 0.166
H -2.337 -1.862 4.177
H -0.796 5.325 2.314
H 2.701 -3.538 -2.127
H 1.075 1.230 -2.080
H 0.561 -2.030 -5.477
H -0.423 2.894 1.762
H -0.978 -0.742 -3.984
H -2.693 -4.598 -0.158
H -0.763 6.238 -0.516
H 3.491 1.736 -2.418
H -2.678 0.490 5.027
H -1.165 1.049 4.233
H 4.119 0.786 1.741
H -2.485 -3.721 2.341
H -2.609 4.521 -1.185
H -2.125 6.332 0.607
H 0.576 5.312 1.200
H -2.673 2.014 4.109
H -3.967 -2.765 2.516
H 1.936 -3.150 0.052
H 5.050 1.513 -0.487
H -1.852 -3.646 -1.399

=====

50
Properties=species:S:1:pos:R:3 method="wB97M-V/def2-TZVPD" e_homo_ev=-8.09 smiles=c1ccc2c(c1)OCCOCCOc1ccccc1OCCOCCO2 e_lumo_ev=0.790
O -2.091 1.802 2.369
O 2.884 -2.021 -1.946
O 0.010 -2.092 -0.035
O 1.359 1.396 1.114
O -2.049 -0.992 1.065
O 2.488 1.565 -1.535
C -3.116 -0.360 1.738
C 2.326 0.232 -1.089
C -1.201 -2.599 -0.417
C 1.178 -2.815 -0.349
C 2.269 2.633 -0.715
C -1.388 -3.645 -1.304
C 1.543 3.817 1.250
C 1.701 2.615 0.570
C 1.645 -2.680 -1.818
C -2.669 -4.062 -1.641
C 2.646 3.857 -1.265
C -3.598 -2.390 -0.198
C 0.309 1.322 2.050
C 2.473 5.042 -0.580
C 2.832 -0.647 -2.240
C 1.921 5.022 0.687
C -2.533 0.547 2.828
C -2.328 -1.976 0.162
C -1.024 1.790 1.445
C -3.768 -3.432 -1.100
H -3.762 -1.109 2.214
H -4.468 -1.911 0.222
H 2.769 5.975 -1.035
H 0.256 0.258 2.291
H 1.781 5.937 1.241
H -0.934 2.828 1.113
H 1.803 -3.676 -2.247
H 0.873 -2.164 -2.402
H 1.114 3.813 2.240
H -2.794 -4.879 -2.336
H -1.731 0.002 3.340
H 0.529 1.887 2.965
H 3.861 -0.364 -2.476
H 2.208 -0.464 -3.127
H -0.540 -4.144 -1.744
H 1.046 -3.871 -0.084
H -4.765 -3.744 -1.368
H -1.251 1.160 0.577
H 1.276 0.012 -0.870
H 1.953 -2.391 0.295
H 2.922 0.048 -0.189
H -3.716 0.241 1.041
H 3.071 3.842 -2.256
H -3.319 0.784 3.549

=====

54
Properties=species:S:1:pos:R:3 method="wB97M-V/def2-TZVPD" e_homo_ev="-13.94 / -13.81" multiplicity=2 charge=+2 e_lumo_ev="-7.922 / -7.870"
Mo 1.100 0.845 1.251
Br -3.586 -1.581 6.000
Br -3.220 2.987 2.731
Se -0.462 -0.312 -0.484
Ge -0.831 -0.632 -3.740
O -0.564 1.615 1.887
O 3.056 0.760 1.356
N 0.450 -0.599 2.707
N 2.885 1.407 0.156
C 3.411 0.870 -1.002
C 2.579 2.813 -2.154
C -1.224 0.562 -5.206
C -2.281 0.258 -0.135
C 3.271 1.575 -2.150
C -0.259 0.554 -2.212
C 0.729 -1.773 -3.956
C 1.062 -1.722 3.098
C -3.172 0.598 4.284
C -2.647 -0.582 4.727
C -0.741 -2.234 4.619
C -2.369 -1.699 -3.210
C 2.306 2.659 0.237
C -1.290 0.955 2.830
C -1.399 -1.051 4.232
C 2.121 3.343 -0.982
C 2.379 -2.085 2.488
C -0.754 -0.261 3.278
C 0.469 -2.550 4.063
C -2.486 1.378 3.329
H 1.014 -2.175 -2.980
H 3.141 -1.343 2.725
H -1.478 -0.015 -6.095
H 2.296 -2.155 1.400
H -2.453 -2.532 -3.910
H 2.475 3.369 -3.076
H 1.683 4.331 -0.946
H -1.193 -2.888 5.354
H 2.446 3.200 1.163
H 0.990 -3.449 4.361
H 2.720 -3.048 2.860
H -2.297 1.327 0.055
H 3.923 -0.073 -0.885
H 1.573 -1.224 -4.378
H 0.513 -2.617 -4.611
H -2.822 -0.007 -1.039
H -2.254 -2.125 -2.212
H -0.780 1.510 -2.155
H -4.121 0.944 4.667
H -2.668 -0.299 0.713
H 3.704 1.177 -3.058
H 0.805 0.739 -2.343
H -0.372 1.199 -5.443
H -2.078 1.188 -4.948
H -3.297 -1.128 -3.261

=====

Number 1: electronic energy -1663.46972 a.u., molar mass 579.58 g mol⁻¹. Number 2: electronic energy -6694.68395 a.u., molar mass 697.64 g mol⁻¹. Number 3: electronic energy -1227.86354 a.u., molar mass 360.41 g mol⁻¹. Number 4: electronic energy -10731.06206 a.u., molar mass 732.75 g mol⁻¹.